[1]
Below is 2 unconnected molecules or ions with the total composition C5H14N2S at a distorted geometry, with properties calculated with wB97M-V/def2-TZVPD.

```
22
Properties=species:S:1:pos:R:3:forces:R:3:mulliken_charge:R:1
N -1.422756 -0.329117 -1.877339 0.7 0.3 -0.1 -0.459
C -0.004072 -0.250829 -2.046072 1.0 -0.8 -0.1 -0.151
C 0.827450 -1.253852 -1.683305 -0.5 1.1 -0.3 -0.293
N 2.229673 -1.207756 -1.821165 -0.6 0.2 -0.4 -0.500
H -1.869476 0.007264 -2.706838 -0.4 0.3 -0.4 0.233
H -1.687062 -1.294590 -1.798184 -0.2 -0.4 0.3 0.215
H 0.416855 0.655414 -2.537708 -0.6 -0.6 0.6 0.244
H 0.411031 -2.178875 -1.273599 0.2 0.2 -0.1 0.240
H 2.614333 -0.278147 -1.972350 0.0 -0.5 0.3 0.214
H 2.731128 -1.783932 -1.176664 0.3 0.1 0.2 0.236
C -0.772761 -0.654209 1.906086 0.7 1.1 0.3 -1.033
C 0.374550 0.376406 1.691421 -1.0 0.1 -1.6 -0.085
C -0.082189 1.861522 1.721591 -0.1 -0.2 0.2 -0.769
S -1.666410 2.219708 0.853449 0.6 -0.3 -0.6 -0.232
H -1.449187 -0.244061 2.667982 0.0 -0.6 -0.1 0.381
H -0.328803 -1.610385 2.189241 -0.3 0.0 0.1 0.328
H -1.322515 -0.766515 0.970613 -0.1 0.0 0.1 0.214
H 1.133307 0.366044 2.451515 0.6 -0.6 0.3 0.401
H 0.781223 0.097636 0.673513 0.1 0.7 1.1 0.023
H 0.722195 2.501344 1.332590 -0.3 -0.1 0.1 0.365
H -0.252162 2.174226 2.785489 0.0 -0.3 -0.9 0.346
H -1.384353 1.592703 -0.350271 -0.1 0.4 1.0 0.083
```
Forces are in eV/Å.

Summary:
Orbital gap (eV): 8.49
HOMO energy (eV): -7.53
Energy above the lowest of the compared OMol25 structures with the same formula, charge and spin (kcal/mol): 16.9


[2]
Below is a single C5H14N3 molecule at a distorted geometry, with properties calculated with wB97M-V/def2-TZVPD.

```
22
Properties=species:S:1:pos:R:3:forces:R:3:mulliken_charge:R:1
C 0.710194 1.496619 -0.115673 -0.4 2.4 -1.1 -0.920
C 1.172737 0.335137 -1.040534 0.2 3.5 -1.0 0.108
C 0.737798 -0.989698 -0.534125 -1.1 -3.1 0.6 -0.695
C 0.494341 -1.074662 1.041009 -0.5 1.5 0.4 -1.003
N -2.907077 0.013612 2.179852 -1.4 0.7 0.6 -0.621
C -1.681162 -0.137930 1.971534 0.2 0.6 0.4 0.127
N -0.978614 -1.160883 1.420184 1.7 -4.0 -0.6 -0.292
N 0.482113 0.630912 -2.520404 3.3 1.0 1.2 -2.446
H 1.432469 2.335967 0.206546 -0.5 -1.4 -1.4 0.235
H 0.365168 1.228747 0.837051 -0.7 -0.7 0.8 -0.084
H -0.153891 1.984262 -0.622881 0.6 0.0 0.7 0.417
H 2.253216 0.630739 -1.227938 -1.1 -1.6 0.0 0.348
H 1.377909 -1.854425 -0.865996 0.1 1.0 0.4 0.396
H -0.235823 -1.383680 -0.982612 1.0 1.2 0.5 0.408
H 1.004977 -0.191175 1.585292 -1.0 -1.6 -0.8 0.496
H 0.975306 -1.932961 1.460276 0.2 -0.7 0.0 0.404
H -3.680092 -0.617442 1.943734 1.2 -0.3 -0.2 0.212
H -1.039012 0.714244 2.304557 -0.3 -0.6 -0.4 0.280
H -1.281480 -2.233121 1.550566 0.4 3.7 -0.4 0.239
H 1.029471 0.079931 -3.281790 -0.7 0.5 0.3 0.986
H 0.397701 1.694110 -2.773725 0.9 -0.8 0.0 0.692
H -0.476247 0.431696 -2.534920 -2.3 -1.3 0.0 0.713
```
Forces are in eV/Å.

Summary:
Orbital gap (alpha / beta) (eV): 4.33 / 9.94
<S²>: 0.751
HOMO energy (alpha / beta) (eV): -3.64 / -9.32
Spin multiplicity: 2
Energy above the lowest of the compared OMol25 structures with the same formula, charge and spin (kcal/mol): 74.1


[3]
Below is a gas-phase ion, C5H14N3 (charge +1) at a distorted geometry, with properties calculated with wB97M-V/def2-TZVPD.

```
22
Properties=species:S:1:pos:R:3:forces:R:3:mulliken_charge:R:1
C 1.731570 0.959339 0.926985 0.5 0.2 0.3 -1.067
C 1.705093 0.138627 -0.322657 0.6 0.3 -2.1 0.466
C 0.423847 -0.738364 -0.213113 1.6 -1.1 2.2 -1.363
C -0.958526 0.052646 -0.293911 0.4 0.2 -2.5 0.717
C -2.217870 -0.858145 -0.209341 -1.3 -0.9 0.6 -0.652
N -3.382702 0.072021 -0.178977 0.5 -0.5 0.6 -0.510
N -1.006192 1.087383 0.715661 0.7 -3.1 0.1 -0.556
N 2.946480 -0.680724 -0.498343 -1.9 -1.3 -0.7 -0.640
H 0.640342 1.109209 1.275672 -0.7 0.3 -0.1 0.382
H 2.126306 0.352289 1.759010 -0.1 0.1 -0.2 0.399
H 2.179980 1.962429 0.953750 -0.2 -0.3 -0.3 0.339
H 1.621488 0.656707 -1.285746 -0.4 0.9 0.5 0.262
H 0.609776 -1.210929 0.794454 -1.1 0.4 -0.6 0.366
H 0.606876 -1.583659 -0.846612 -1.0 -0.3 -1.0 0.516
H -2.162240 -1.463677 0.712865 0.1 0.1 -0.4 0.391
H -2.426868 -1.529980 -1.109829 1.1 0.8 1.2 0.287
H -3.061376 0.928189 0.237192 -0.4 0.7 0.2 0.237
H -4.134548 -0.290091 0.424775 0.3 0.1 -0.7 0.279
H -1.102752 0.453912 -1.356264 0.9 0.1 1.3 0.325
H -0.942884 1.939476 0.214395 0.2 1.8 -0.6 0.347
H 3.023698 -1.166281 -1.448570 -0.2 1.2 2.0 0.251
H 3.780500 -0.190379 -0.251405 0.4 0.2 0.0 0.224
```
Forces are in eV/Å.

Summary:
Orbital gap (eV): 4.73
Net charge: +1
HOMO energy (eV): -13.30
Energy above the lowest of the compared OMol25 structures with the same formula, charge and spin (kcal/mol): 162.8


[4]
Below is a gas-phase ion, C5H14N3 (charge +1) at a distorted geometry, with properties calculated with wB97M-V/def2-TZVPD.

```
22
Properties=species:S:1:pos:R:3:forces:R:3:mulliken_charge:R:1
H -1.860070 2.174753 0.470109 -1.4 -2.6 -0.5 0.290
N -2.388714 1.257017 0.159801 -0.4 4.7 0.3 -0.580
C -1.832773 0.188009 0.261613 5.8 -1.9 0.7 0.826
C -2.262194 -1.093601 -0.296754 -3.9 2.0 -0.1 -1.442
C -0.197234 0.155705 1.026703 -2.2 -0.5 0.4 -0.930
N 1.000062 0.096966 0.138199 -1.2 2.7 -2.8 0.453
C 1.013385 -1.158575 -0.668142 1.7 2.7 -0.4 -0.946
C 0.960027 1.347996 -0.753972 0.6 -0.2 2.6 -0.910
N 2.147043 0.378605 0.898690 0.6 -1.0 2.2 -0.812
H -1.773454 -1.964879 -0.199740 2.4 -2.6 0.8 0.450
H -3.230815 -1.240969 0.187046 -0.2 -0.4 0.2 0.405
H -2.610091 -1.036046 -1.311651 0.2 0.5 -0.8 0.384
H -0.242633 1.110536 1.605164 0.7 -0.9 -0.4 0.383
H -0.010246 -0.741860 1.663653 -0.8 0.7 0.0 0.440
H 0.902081 -1.871915 0.017129 -0.9 -3.4 2.3 0.482
H 0.366882 -1.142709 -1.481219 -1.7 0.1 -0.9 0.340
H 1.978596 -1.278175 -1.079769 1.3 0.1 -0.4 0.397
H 1.908418 1.604000 -1.106461 1.9 0.0 -0.1 0.366
H 0.406006 1.290499 -1.592147 -2.6 -0.8 -2.5 0.453
H 0.619465 2.128036 -0.105624 -0.1 0.5 0.2 0.388
H 2.966702 0.026388 0.448162 0.6 0.1 -1.1 0.274
H 2.139557 -0.229790 1.719205 -0.4 0.2 0.3 0.288
```
Forces are in eV/Å.

Summary:
Orbital gap (eV): 10.75
Net charge: +1
HOMO energy (eV): -13.63
Energy above the lowest of the compared OMol25 structures with the same formula, charge and spin (kcal/mol): 114.0


[5]
Below is 2 unconnected molecules or ions with the total composition C5H14N3O at a distorted geometry, with properties calculated with wB97M-V/def2-TZVPD.

```
23
Properties=species:S:1:pos:R:3:forces:R:3:mulliken_charge:R:1
C 2.959581 -0.872072 0.336222 4.7 -0.4 1.6 0.247
C 4.352063 -1.070698 0.651018 1.7 1.6 -0.1 -1.099
C -2.258203 2.065138 -1.055229 -3.4 2.6 -0.9 -1.044
C -1.611797 1.388016 0.056613 -2.5 0.7 4.1 -0.719
C -1.559718 -0.072049 0.091651 0.7 -3.5 -0.1 0.142
N 1.897272 -0.600476 0.154494 -4.0 0.8 -0.9 -0.103
N -1.175310 -0.869191 1.302909 0.5 1.9 -0.1 -0.660
N -0.491203 -0.542296 -0.918958 1.8 1.4 0.7 0.032
O -0.537639 -1.918342 -1.097554 -0.8 -0.8 0.7 -0.436
H 4.584285 -1.832990 1.351718 -0.4 -0.5 1.1 0.327
H 4.978542 -0.138392 0.900077 -1.6 -1.1 -0.1 0.290
H 4.846081 -1.427123 -0.211825 0.4 -0.4 -1.4 0.319
H -3.446704 2.023079 -1.081195 2.4 -0.4 0.2 0.288
H -2.106346 3.179182 -0.822934 0.0 -1.5 -1.2 0.313
H -1.948629 1.736866 -2.030684 0.4 0.4 -0.6 0.312
H -2.273485 1.696048 0.950500 0.8 -0.8 -0.9 0.310
H -0.747625 1.902943 0.369963 1.8 0.1 0.0 0.387
H -2.437388 -0.591190 -0.246037 -0.8 0.4 -0.5 0.404
H -0.524553 0.020372 -1.814264 -0.3 -1.5 0.9 0.359
H 0.593025 -0.454590 -0.481755 -1.9 0.5 -0.4 0.384
H -1.906654 -1.164028 1.991100 0.7 0.9 -1.2 0.263
H -0.490064 -0.230786 1.739042 -0.4 -1.1 0.6 0.251
H -0.695540 -2.227429 -0.134875 0.3 0.6 -1.4 0.430
```
Forces are in eV/Å.

Summary:
Orbital gap (eV): 11.92
Net charge: +1
HOMO energy (eV): -14.43
Energy above the lowest of the compared OMol25 structures with the same formula, charge and spin (kcal/mol): 85.4


[6]
Below is a molecular structure, C5H14N4 at a distorted geometry, with properties calculated with wB97M-V/def2-TZVPD.

```
23
Properties=species:S:1:pos:R:3:forces:R:3:mulliken_charge:R:1
C -0.214075 0.049191 0.243256 0.5 -0.2 -0.1 1.816
C 0.926532 0.345248 1.078401 -0.7 -0.4 0.4 -0.599
C 0.130209 0.974830 -0.917036 0.1 0.7 0.3 -0.739
C -1.584116 0.387185 0.832476 0.3 -0.1 -0.1 -2.233
C 1.451200 0.933199 -1.671926 -0.1 -0.2 0.2 -1.457
N -0.112981 -1.339900 -0.368534 0.0 0.2 0.1 0.139
N -0.884440 -1.279629 -1.570136 0.1 1.0 0.1 -0.947
N -0.634978 -2.265426 0.590226 0.0 0.1 -0.1 -0.685
N 0.864799 0.879971 2.306065 0.1 0.1 -0.6 -0.287
H 1.903114 0.009086 0.758503 0.0 0.1 -0.2 0.423
H -0.273558 1.980177 -0.803417 0.0 0.0 0.1 0.397
H -0.657467 0.053030 -1.665335 -0.2 -1.3 0.1 0.450
H -0.270035 -1.643846 -2.298236 0.0 0.0 0.1 0.265
H -1.642374 -2.356552 0.426679 0.1 0.0 0.0 0.248
H -0.237282 -3.167170 0.349808 0.0 0.1 0.0 0.256
H 1.703622 1.168522 2.781561 -0.1 0.0 0.0 0.253
H -0.026430 1.118089 2.712850 0.1 0.0 0.0 0.205
H -1.666748 1.447701 1.080456 0.1 0.0 0.0 0.498
H -1.777822 -0.210250 1.725066 0.0 0.0 0.0 0.472
H -2.345294 0.167847 0.084557 0.0 0.0 0.0 0.489
H 1.281914 1.246009 -2.704679 0.0 0.0 0.0 0.371
H 2.226231 1.589140 -1.266173 0.0 0.0 0.0 0.312
H 1.839979 -0.086452 -1.704433 0.0 0.0 0.0 0.354
```
Forces are in eV/Å.

Summary:
Orbital gap (eV): 7.18
HOMO energy (eV): -6.64
Energy above the lowest of the compared OMol25 structures with the same formula, charge and spin (kcal/mol): 115.3